No. 1
The following is a DFT calculation (ωB97M-V/def2-TZVPD) of a molecular structure, C44H37ClN5O2P2STa at a distorted geometry.

Geometry as XYZ:
```
93
Properties=species:S:1:pos:R:3:forces:R:3
Ta 0.46617 -0.48543 0.64434 0.0 -0.1 -0.4
N 4.85989 -1.28757 1.68028 -0.2 0.0 -0.1
C 3.68616 -1.16008 1.03425 0.3 -0.1 0.3
S 2.24272 -1.37337 2.02462 -0.2 0.1 -0.1
N 3.66400 -0.97421 -0.23644 -0.6 0.0 -0.1
N 2.36922 -0.78486 -0.75706 0.4 -0.1 0.1
C 2.44987 -0.57860 -2.02020 -0.2 0.1 -0.2
C 1.40549 -0.20502 -2.98948 0.4 -0.1 0.3
C 1.85338 -0.01478 -4.28951 0.0 0.1 -0.1
C 0.95257 0.39827 -5.25919 0.0 0.0 0.0
C -0.35637 0.61727 -4.87914 0.0 0.0 0.1
C -0.71466 0.39185 -3.55298 0.0 0.0 0.0
N 0.13396 -0.02241 -2.61787 -0.1 0.0 0.0
H 4.89708 -1.50700 2.66036 0.0 0.0 -0.1
H 5.71110 -1.29511 1.14341 0.0 0.0 0.0
H 3.45519 -0.62998 -2.43041 0.0 0.0 0.0
H 2.89264 -0.18562 -4.53548 0.0 0.0 0.0
H 1.27471 0.55300 -6.27965 0.0 0.0 0.0
H -1.10027 0.95738 -5.58539 0.0 0.0 0.0
H -1.73937 0.55043 -3.24385 0.0 0.0 0.0
C -0.20161 -0.40119 4.05243 0.0 0.0 0.1
P 0.10631 0.92998 2.87466 0.2 -0.2 -0.2
C -1.30470 2.04261 3.02999 -0.1 0.0 0.1
C -1.12965 3.41386 3.19524 -0.1 0.1 -0.1
C -2.23576 4.23320 3.39108 0.1 0.0 0.0
C -3.50734 3.68645 3.43758 0.0 0.0 0.0
C -3.68570 2.31295 3.29554 0.1 0.1 0.0
C -2.59168 1.49128 3.08529 0.0 0.1 0.1
C 1.59386 1.83702 3.30434 0.0 0.2 0.1
C 2.25101 1.62518 4.51422 0.0 0.0 0.0
C 3.40178 2.34291 4.81004 0.0 0.0 0.0
C 3.89776 3.27314 3.90904 0.0 0.0 0.0
C 3.23976 3.49643 2.70647 0.0 0.0 0.0
C 2.09195 2.78126 2.40520 0.1 0.0 0.0
C -0.91763 -1.47049 3.29748 0.0 0.0 -0.5
C -1.74950 -2.42890 3.76631 -0.1 -0.2 0.0
C -1.98105 -3.35475 2.70374 -0.1 0.0 0.2
C -1.27965 -2.92561 1.62947 0.2 0.5 -0.1
C -1.00349 -3.62124 0.34394 0.0 -0.2 0.0
P -0.63314 -2.37563 -0.92928 0.1 0.0 0.2
C 0.55740 -3.16586 -2.04145 -0.1 -0.2 0.0
C 0.35545 -3.23892 -3.41557 0.0 0.1 -0.2
C 1.30594 -3.84667 -4.22513 0.0 0.0 0.1
C 2.45668 -4.38474 -3.66606 0.0 0.0 0.0
C 2.65741 -4.32301 -2.29153 0.0 0.0 -0.1
C 1.70874 -3.72169 -1.48289 0.1 0.0 0.0
C -2.19892 -2.24159 -1.81989 0.0 0.0 -0.2
C -2.64445 -3.39707 -2.47016 -0.1 -0.1 0.0
C -3.86318 -3.40299 -3.12594 0.0 0.1 0.1
C -4.65579 -2.26152 -3.12716 0.0 0.0 0.0
C -4.22040 -1.11492 -2.48265 0.0 0.0 0.0
C -2.99097 -1.10382 -1.83747 -0.2 -0.1 0.0
N -0.63895 -1.69865 1.92382 -0.3 -0.4 0.7
H -0.78826 -0.04015 4.89763 0.0 0.0 0.0
H 0.76023 -0.75998 4.43016 0.0 0.0 0.0
H -0.13839 3.84851 3.18539 0.0 0.0 0.0
H -2.09511 5.29657 3.52574 0.0 0.0 0.0
H -4.36323 4.32654 3.60227 0.0 0.0 0.0
H -4.67599 1.88383 3.35871 0.0 0.0 0.0
H -2.73952 0.42376 2.98260 0.0 -0.1 0.0
H 1.87188 0.91593 5.23666 0.0 0.0 0.0
H 3.90725 2.18163 5.75238 0.0 0.0 0.0
H 4.79084 3.83370 4.14733 0.0 0.0 0.0
H 3.61963 4.22994 2.00837 0.0 0.0 0.0
H 1.58036 2.97467 1.47310 0.0 0.0 0.0
H -2.11952 -2.49994 4.77606 0.0 0.0 0.0
H -2.56549 -4.25880 2.75174 0.0 0.0 0.0
H -1.86119 -4.21088 0.02100 0.0 -0.1 0.0
H -0.14820 -4.29898 0.42756 0.0 0.1 0.1
H -0.53693 -2.81610 -3.86506 0.1 0.0 0.0
H 1.14618 -3.90276 -5.29296 0.0 0.0 0.0
H 3.19365 -4.86218 -4.29691 0.0 0.0 0.0
H 3.55073 -4.74488 -1.85222 0.0 0.0 0.0
H 1.88809 -3.66683 -0.41291 0.0 0.0 0.0
H -2.04091 -4.29771 -2.47244 0.0 0.0 0.0
H -4.20105 -4.29966 -3.62564 0.0 0.0 0.0
H -5.61258 -2.27047 -3.63064 0.0 0.0 0.0
H -4.84061 -0.22814 -2.47521 0.0 0.0 0.0
H -2.66236 -0.21922 -1.32860 0.0 0.1 0.0
Cl -1.08087 6.30357 -2.16173 0.0 0.0 0.0
C -0.52610 4.78564 -1.56869 -0.1 0.0 0.0
C 0.82619 4.45532 -1.68487 0.1 -0.1 0.1
C 1.31015 3.24171 -1.21067 -0.1 0.5 -0.2
C 0.41256 2.37172 -0.63064 0.3 -1.1 0.5
O 0.82600 1.17408 -0.15740 0.5 1.5 -0.4
C -0.93693 2.67688 -0.51654 -0.6 -0.2 0.1
C -1.85334 1.70943 0.05693 0.1 0.4 -0.1
O -1.57019 0.56920 0.43525 0.3 -0.5 -0.1
C -1.41415 3.90287 -0.98461 0.0 0.1 -0.1
H 1.50095 5.16360 -2.14596 0.0 0.0 0.0
H 2.35665 2.98038 -1.28330 0.0 0.0 0.0
H -2.90132 2.02037 0.15083 0.0 0.0 0.0
H -2.46305 4.15564 -0.89404 0.0 0.0 0.0
```
Positions in Å, forces in eV/Å.

Calculated values
total charge	+2
relative energy (zero: lowest compared OMol25 entry of this formula, charge and spin)	0.792	eV
LUMO level	-6.36	eV

No. 2
The following is a DFT calculation (ωB97M-V/def2-TZVPD) of a molecular structure, C7H7N2O6Ti at a distorted geometry.

Geometry as XYZ:
```
23
Properties=species:S:1:pos:R:3:forces:R:3
O 1.72513 4.93609 2.19491 -1.5 -0.3 -0.6
C 0.68098 4.72587 1.79668 1.5 0.3 0.5
Ti 0.08705 0.78573 -1.22435 -0.4 -1.6 -1.0
O -2.54686 2.11875 -0.08404 3.5 -2.2 -1.3
C -1.59783 1.54733 -0.47277 -4.3 2.6 1.8
C -1.28489 -0.53561 -2.60737 -1.8 -1.4 -1.9
O -1.98909 -1.20365 -3.21956 1.9 1.8 1.8
C 1.50275 -0.59548 -3.93545 -0.2 -0.1 0.3
O 2.43423 -0.18235 -4.39556 0.3 0.1 -0.2
C -0.29215 2.55686 -2.50259 -0.5 2.0 -1.0
O -0.70921 3.53562 -2.92181 0.9 -2.0 0.8
H 0.39873 1.92312 -0.14319 0.1 1.8 0.5
C 1.58592 -1.72664 2.50699 -0.2 -0.5 0.2
N 0.21510 -2.01880 2.01503 0.2 0.2 -0.5
C -0.34067 -1.40409 0.95630 -0.5 -0.1 -0.4
N -1.58852 -1.85623 0.60267 0.5 -0.6 0.4
O 0.21364 -0.44498 0.29993 -0.2 -2.3 1.3
H 2.01413 -0.82359 2.02428 -0.5 -0.7 0.3
H 2.20418 -2.62075 2.34199 0.0 0.5 -0.3
H 1.54327 -1.62148 3.59875 0.0 0.4 -0.3
H -0.26603 -2.86847 2.36752 0.7 1.2 -0.3
H -2.04993 -1.49022 -0.22223 0.2 -0.2 0.4
H -1.93992 -2.73703 1.02387 0.2 1.2 -0.6
```
Positions in Å, forces in eV/Å.

Calculated values
total charge	+1
spin multiplicity	3
LUMO level (alpha / beta)	-4.44 / -4.32	eV

No. 3
The following is a DFT calculation (ωB97M-V/def2-TZVPD) of 2 unconnected molecules or ions with the total composition C36H36N4O7 at a distorted geometry.

Geometry as XYZ:
```
83
Properties=species:S:1:pos:R:3:forces:R:3
C -1.97633 2.56635 2.99164 0.1 -0.1 -0.1
C -2.28587 3.08302 1.59068 0.4 0.5 -0.4
C -2.96679 4.45197 1.61835 0.0 -0.4 -0.1
O -1.06494 3.30341 0.82777 -0.2 -0.3 0.5
C -0.29948 2.16017 0.77208 -0.2 -0.5 0.2
O 0.87798 2.20346 1.07136 -0.4 0.4 -0.7
C -1.01276 0.95269 0.34269 -0.9 1.3 0.3
C -0.49242 -0.32282 0.86525 0.9 -1.1 0.6
C -0.25448 -0.33474 2.38485 0.0 -0.5 -0.4
C -1.22498 -0.84304 3.25513 0.3 0.3 0.4
C -0.95220 -0.92970 4.62775 0.0 -0.4 -0.2
C 0.32299 -0.59029 5.11419 -0.3 0.3 -0.3
C 0.72607 -0.92751 6.45779 0.3 -0.1 1.8
N 1.07297 -1.20088 7.53809 -0.6 0.4 -1.9
C 1.23673 0.04460 4.26125 0.2 -0.3 -0.2
C 0.96209 0.13675 2.89796 0.0 -0.2 0.5
C -2.48964 1.05068 0.29771 -0.2 -0.4 0.2
O -3.20985 0.18496 -0.17745 0.5 0.8 0.2
O -3.10195 2.14821 0.88371 0.2 -0.2 -0.6
H -1.42870 1.61300 2.94307 -0.3 0.5 0.1
H -1.34172 3.30178 3.50622 -0.3 -0.2 0.0
H -2.92117 2.40193 3.53600 0.4 0.1 -0.2
H -3.21108 4.77477 0.60049 0.0 -0.1 0.2
H -3.87798 4.40856 2.22566 0.2 0.0 -0.2
H -2.26149 5.16821 2.05041 -0.2 -0.1 0.0
H -1.19166 -1.12817 0.57241 0.5 0.2 0.1
H 0.49701 -0.46373 0.40536 -0.3 -0.5 0.2
H -2.18602 -1.16672 2.84287 0.3 0.1 0.3
H -1.71691 -1.29970 5.31608 0.4 0.0 -0.2
H 2.18836 0.42144 4.65415 -0.4 -0.3 -0.1
H 1.71614 0.55788 2.23466 -0.3 -0.2 0.2
C -2.52868 -1.02439 -7.94287 0.3 -0.2 -0.2
N -2.85602 -0.46583 -6.65126 -0.5 0.3 -0.1
C -4.00130 0.25092 -6.43793 -0.6 0.3 -0.8
O -4.85586 0.51603 -7.28266 1.1 -0.5 1.3
C -3.99255 0.68561 -4.96429 0.1 0.3 -0.3
C -5.13553 0.11431 -4.11019 0.0 0.0 0.2
C -6.49560 0.56899 -4.59060 -0.1 0.0 0.2
C -7.49403 -0.38292 -4.82087 0.1 0.3 -0.4
C -8.65377 -0.01167 -5.50480 0.0 0.3 0.2
C -8.85811 1.32915 -5.86808 0.3 -0.1 0.1
C -7.91661 2.30220 -5.49696 0.0 -0.2 0.2
C -6.74234 1.92610 -4.83738 -0.3 -0.3 -0.3
N -2.68952 0.21424 -4.51296 0.3 -0.1 1.2
C -2.24886 0.51324 -3.27349 0.3 -0.3 -0.7
C -1.00047 0.11916 -2.83727 -0.3 -0.5 0.0
C -0.15741 0.67759 -1.86570 -0.2 1.8 -0.3
C 1.19770 0.10345 -1.84029 0.7 -0.4 0.8
C 1.47571 -1.16144 -2.41463 0.5 0.3 0.7
C 2.78702 -1.65903 -2.37762 -0.6 1.6 0.5
N 3.10344 -2.57906 -3.44301 0.2 -2.3 -2.1
O 4.23297 -3.09276 -3.53109 -2.0 1.1 0.5
O 2.19233 -2.78045 -4.29965 2.0 0.3 1.8
C 3.76801 -1.07481 -1.54403 -0.2 -0.4 -0.9
C 3.50600 0.19369 -1.02206 -0.1 -0.3 0.3
C 2.26591 0.81021 -1.22358 -0.2 -0.4 -0.3
C -1.92661 -0.53657 -5.53072 0.2 -0.3 -0.3
C -1.69957 -2.01532 -5.16642 -0.2 -0.1 0.2
C -0.58900 0.12789 -5.90345 -0.2 0.2 0.0
H -3.37043 -0.87483 -8.62270 0.1 0.0 0.2
H -1.63978 -0.54612 -8.37376 -0.2 0.0 0.1
H -2.31236 -2.09568 -7.85629 -0.1 0.2 0.0
H -3.96954 1.79119 -4.90921 -0.3 -0.5 -0.2
H -5.06366 -0.99142 -4.14045 -0.1 0.5 0.1
H -4.95376 0.45447 -3.07444 -0.1 -0.3 -0.3
H -7.32446 -1.41585 -4.49713 -0.1 0.3 -0.3
H -9.39518 -0.77263 -5.75622 0.2 0.3 0.1
H -9.74834 1.61253 -6.44066 0.4 -0.1 0.3
H -8.08801 3.35592 -5.72820 0.0 -0.4 0.0
H -5.99692 2.67186 -4.53973 -0.3 -0.2 -0.3
H -2.95241 1.02362 -2.62601 0.2 0.4 -0.1
H -0.58280 -0.69973 -3.42518 -0.1 0.7 0.6
H -0.24256 1.74510 -1.57731 0.2 -1.1 -0.9
H 0.72156 -1.81130 -2.86867 0.4 0.6 0.1
H 4.69700 -1.63481 -1.38385 -0.2 0.6 -0.2
H 4.26505 0.69770 -0.41649 -0.3 -0.2 -0.3
H 2.10108 1.82710 -0.85980 0.0 -0.5 -0.1
H -2.66905 -2.53085 -5.12153 0.3 0.1 -0.1
H -1.04935 -2.48345 -5.92420 -0.3 0.1 0.4
H -1.22401 -2.12884 -4.18723 -0.1 -0.1 -0.4
H -0.79545 1.09571 -6.37548 0.1 -0.2 0.0
H 0.02882 0.30496 -5.02014 0.0 -0.1 -0.3
H -0.03565 -0.52440 -6.59577 -0.2 0.3 0.2
```
Positions in Å, forces in eV/Å.

Calculated values
relative energy (zero: lowest compared OMol25 entry of this formula, charge and spin)	0.532	eV
LUMO level	-1.70	eV